(1)
{
  "formula": "C6H10N2",
  "method": "the ωB97M-V functional and the def2-TZVPD basis",
  "elements": ["C", "C", "C", "N", "H", "H", "H", "H", "H", "C", "C", "C", "N", "H", "H", "H", "H", "H"],
  "coordinates": [[-1.174527, -0.051918, 1.567089], [-0.049498, 0.114347, 0.629533], [-1.659123, 2.212382, 1.812410], [-1.977587, 0.957935, 1.870247], [-1.343286, -1.039021, 1.976379], [0.067407, 1.172362, 0.403643], [0.847446, -0.242381, 1.150506], [-2.493074, 2.889235, 1.913248], [-0.614807, 2.505030, 1.774329], [0.530013, -0.130783, -1.872485], [-0.254663, -0.655406, -0.739142], [2.378918, -1.527796, -1.574142], [1.767902, -0.509746, -2.102815], [-0.005293, 0.500590, -2.568524], [-0.016378, -1.699029, -0.525928], [-1.322423, -0.646505, -0.957210], [3.426625, -1.591587, -1.826586], [1.892348, -2.257709, -0.930551]],
  "atomic_forces_ev_per_a": [[1.950, 0.397, -0.879], [-0.593, 0.555, 1.803], [-0.344, -1.230, 0.214], [-0.820, 0.267, 0.188], [-0.497, 0.021, 0.043], [0.117, -0.107, -0.066], [0.246, -0.239, -0.583], [0.254, 0.489, -0.043], [-0.016, 0.469, -0.066], [-1.929, -1.131, 1.342], [-0.133, -0.780, -1.257], [-0.285, 1.047, -0.031], [1.223, 0.101, -0.704], [0.444, 0.351, -0.118], [0.061, 0.041, 0.030], [0.105, 0.316, -0.089], [0.126, -0.437, 0.179], [0.089, -0.133, 0.038]],
  "gap_ev": 3.7,
  "fmax_ev_per_a": 2.61,
  "de_lowest_ev": 6.1119,
  "e_homo_ev": -5.7860
}

(2)
{
  "formula": "C21H24N2O5S",
  "method": "the ωB97M-V functional and the def2-TZVPD basis",
  "elements": ["C", "O", "C", "C", "C", "C", "C", "C", "C", "N", "C", "O", "C", "C", "S", "O", "O", "C", "C", "C", "C", "C", "C", "C", "C", "N", "C", "C", "O", "H", "H", "H", "H", "H", "H", "H", "H", "H", "H", "H", "H", "H", "H", "H", "H", "H", "H", "H", "H", "H", "H", "H", "H"],
  "coordinates": [[1.700357, -3.253043, -2.626338], [0.353646, -3.494887, -2.301836], [-0.605716, -3.148601, -3.202383], [-0.358294, -2.729209, -4.503427], [-1.413580, -2.424311, -5.347800], [-2.719554, -2.532202, -4.910541], [-2.970175, -2.936741, -3.608633], [-1.932131, -3.250187, -2.751371], [-2.177750, -3.582725, -1.303021], [-1.830689, -2.423316, -0.499399], [-2.766135, -1.614598, 0.018636], [-3.948274, -1.883611, 0.093761], [-2.209504, -0.279868, 0.533815], [-1.850870, 0.632770, -0.630126], [-0.057245, 0.610325, -0.963069], [0.395279, -0.754605, -1.094300], [0.200522, 1.496362, -2.066347], [0.670711, 1.298621, 0.520642], [1.274196, 0.468985, 1.445817], [1.822446, 0.989888, 2.608653], [1.745788, 2.360895, 2.806506], [1.138381, 3.195323, 1.859881], [0.594092, 2.670963, 0.711028], [1.205913, 4.621841, 2.314796], [1.942087, 4.529815, 3.662787], [2.222330, 3.111858, 3.875972], [2.871486, 2.610075, 4.973176], [3.298617, 3.641923, 5.989606], [3.084576, 1.426595, 5.115685], [2.270448, -3.556414, -1.749692], [1.870704, -2.189654, -2.815133], [2.022153, -3.845464, -3.489587], [0.651929, -2.628953, -4.866783], [-1.204376, -2.097697, -6.355856], [-3.538475, -2.293793, -5.571935], [-3.985629, -3.004101, -3.246568], [-1.554655, -4.425217, -0.992231], [-3.230625, -3.805643, -1.121449], [-0.891800, -2.065041, -0.649450], [-1.327996, -0.454655, 1.153513], [-2.984715, 0.178274, 1.150244], [-2.075453, 1.677218, -0.429726], [-2.336957, 0.338362, -1.558264], [1.327976, -0.587854, 1.236771], [2.298010, 0.355671, 3.336929], [0.139039, 3.291095, -0.044818], [1.749554, 5.236635, 1.596567], [0.207371, 5.046466, 2.427001], [1.326220, 4.914466, 4.480661], [2.878061, 5.095290, 3.644121], [3.983429, 4.360908, 5.545427], [3.800463, 3.128860, 6.805134], [2.436628, 4.177009, 6.381878]],
  "atomic_forces_ev_per_a": [[0.294, 0.094, -0.053], [-0.416, -0.034, 0.094], [-0.334, -0.044, -0.248], [0.327, -0.052, 0.202], [-0.158, 0.013, -0.034], [-0.032, 0.072, -0.158], [0.117, -0.051, 0.020], [0.160, -0.097, 0.160], [-0.061, -0.112, -0.055], [0.391, -0.360, -0.100], [0.332, 0.410, 0.486], [-0.415, 0.019, -0.068], [-0.363, -0.301, 0.031], [0.877, 0.055, 0.061], [-0.182, 0.474, -0.138], [0.081, -0.211, 0.323], [-0.137, 0.275, 0.125], [-0.394, -0.353, -0.556], [-0.018, -0.051, -0.079], [0.086, -0.102, 0.099], [-0.211, -0.263, -0.467], [0.023, -0.201, 0.056], [0.080, 0.094, 0.135], [-0.032, 0.046, -0.056], [0.047, 0.577, 0.214], [-0.035, -0.052, -0.076], [0.079, 0.224, 0.214], [0.068, -0.217, 0.074], [0.061, -0.234, 0.055], [0.022, 0.026, -0.085], [-0.001, -0.045, -0.024], [-0.036, 0.033, 0.047], [0.111, -0.005, -0.007], [0.023, 0.022, -0.075], [-0.067, 0.023, -0.061], [-0.107, -0.019, 0.067], [-0.167, 0.030, -0.005], [0.161, -0.038, -0.039], [-0.183, 0.030, 0.145], [-0.083, -0.020, 0.123], [0.104, -0.078, -0.061], [-0.016, 0.090, -0.026], [0.090, 0.018, -0.170], [0.014, -0.141, 0.038], [0.002, -0.012, -0.011], [-0.053, 0.173, -0.084], [-0.017, 0.035, 0.051], [0.048, 0.037, 0.015], [0.094, 0.021, -0.090], [-0.125, -0.005, 0.030], [0.020, 0.114, -0.019], [-0.020, -0.018, -0.040], [-0.048, 0.106, 0.018]],
  "gap_ev": 8.6,
  "smiles": "COc1ccccc1CNC(=O)CCS(=O)(=O)c1ccc2c(c1)CCN2C(C)=O",
  "fmax_ev_per_a": 0.88,
  "de_lowest_ev": 1.1670,
  "e_homo_ev": -8.3005
}

(3)
{
  "formula": "C2H36O18",
  "method": "the ωB97M-V functional and the def2-TZVPD basis",
  "elements": ["O", "C", "C", "O", "H", "H", "H", "H", "O", "H", "H", "O", "H", "H", "O", "H", "H", "O", "H", "H", "O", "H", "H", "O", "H", "H", "O", "H", "H", "O", "H", "H", "O", "H", "H", "O", "H", "H", "O", "H", "H", "O", "H", "H", "O", "H", "H", "O", "H", "H", "O", "H", "H", "O", "H", "H"],
  "coordinates": [[5.102000, 14.602000, 7.250000], [5.465000, 14.730000, 8.597000], [5.960000, 13.447000, 9.268000], [5.889000, 13.479000, 10.648000], [4.525000, 15.022000, 9.137000], [6.200000, 15.559000, 8.599000], [7.006000, 13.268000, 9.130000], [5.419000, 12.550000, 8.885000], [1.912000, 16.001000, 9.428000], [2.359000, 16.009000, 8.600000], [0.996000, 16.247000, 9.243000], [6.054000, 14.433000, 4.489000], [6.597000, 13.676000, 4.625000], [5.668000, 14.461000, 5.389000], [7.000000, 12.138000, 5.866000], [7.684000, 11.638000, 5.437000], [7.421000, 12.949000, 6.228000], [8.068000, 14.452000, 6.976000], [7.154000, 14.642000, 7.249000], [8.511000, 14.107000, 7.726000], [3.247000, 12.507000, 7.534000], [3.923000, 13.230000, 7.412000], [2.381000, 12.905000, 7.291000], [6.407000, 12.939000, 13.458000], [6.204000, 13.229000, 12.605000], [6.012000, 12.062000, 13.575000], [4.684000, 17.717000, 8.907000], [4.410000, 16.899000, 9.242000], [4.591000, 17.525000, 7.951000], [3.602000, 14.385000, 11.416000], [3.739000, 15.263000, 11.701000], [4.474000, 14.138000, 11.130000], [8.456000, 14.147000, 11.270000], [7.538000, 13.912000, 11.025000], [8.598000, 14.223000, 12.185000], [4.287000, 11.681000, 11.282000], [4.860000, 12.240000, 10.793000], [4.548000, 10.754000, 11.206000], [3.072000, 16.202000, 6.912000], [3.152000, 16.292000, 5.919000], [3.816000, 15.565000, 7.131000], [5.716000, 17.169000, 6.329000], [6.382000, 17.056000, 5.681000], [5.703000, 16.338000, 6.793000], [5.464000, 10.449000, 7.496000], [5.632000, 10.729000, 8.425000], [5.728000, 11.261000, 7.078000], [6.442000, 16.353000, 10.939000], [6.210000, 15.474000, 10.612000], [5.694000, 16.659000, 11.412000], [7.708000, 11.044000, 10.148000], [8.607000, 11.273000, 9.982000], [7.174000, 11.829000, 10.113000], [8.153000, 17.643000, 8.648000], [7.389000, 17.323000, 9.045000], [7.883000, 17.990000, 7.795000]],
  "atomic_forces_ev_per_a": [[0.341, -0.378, -0.624], [-1.048, 0.163, -0.642], [-0.201, -0.288, 0.185], [0.345, 0.811, 0.534], [0.838, -0.107, 0.299], [-0.081, -0.326, 1.039], [1.078, 0.073, -1.548], [-0.041, 0.765, -0.266], [-1.145, 0.092, 1.659], [0.345, 0.150, -1.489], [0.437, -0.068, -0.129], [-0.740, 1.023, 0.229], [0.722, -1.170, -0.272], [-0.314, 0.363, -0.037], [-0.259, 0.542, -0.002], [0.473, -0.354, -0.097], [0.119, -0.202, 0.089], [-0.437, 0.287, -1.529], [-0.101, -0.033, -0.074], [0.544, -0.277, 1.385], [-0.672, 0.675, -0.430], [-0.517, -0.264, -0.127], [1.102, -0.211, 0.355], [0.786, -1.002, 3.079], [-0.820, 0.437, -2.581], [0.000, 0.581, -0.523], [0.464, 1.722, -1.604], [-0.654, -1.774, 1.366], [0.016, 0.719, 0.460], [-1.808, -0.375, 0.413], [-0.209, 1.638, 0.508], [1.445, -0.985, -0.462], [1.032, -0.156, -2.473], [-0.427, -0.040, 0.859], [-0.480, -0.031, 1.648], [-2.135, -2.646, 1.621], [1.586, 1.210, -0.625], [0.140, 0.483, -0.300], [-0.243, 0.156, -1.746], [-0.049, -0.119, 1.862], [0.269, -0.348, -0.460], [-0.453, 1.568, 0.171], [0.983, -0.261, -1.109], [-0.328, -1.428, 0.321], [0.218, -0.356, 1.681], [-0.315, -0.836, -0.709], [0.163, 0.545, -1.052], [1.291, 0.105, -0.464], [-0.027, -0.354, 0.433], [-1.131, 0.446, 0.574], [-0.520, -1.691, 0.143], [0.723, 0.629, -0.109], [-0.200, 0.825, 0.391], [2.677, 1.090, -1.275], [-2.501, -0.905, 1.449], [-0.280, -0.112, 0.008]],
  "gap_ev": 7.8,
  "charge": -2,
  "fmax_ev_per_a": 3.77,
  "de_lowest_ev": 0.0000,
  "e_homo_ev": -2.8642
}